10
Properties=species:S:1:pos:R:3 method="wB97M-V/def2-TZVPD" smiles="C=C(O)C(=O)O" total_energy_ha=-342.426039 relative_energy_kj_mol=78.5 total_charge=0
H -0.252 -2.136 0.086
C -1.131 0.864 0.023
H -0.725 1.869 0.028
O -0.978 -1.495 -0.042
O 1.820 0.736 -0.028
H 1.254 1.527 -0.018
C -0.427 -0.287 -0.046
O 1.571 -1.497 0.023
C 1.070 -0.382 -0.042
H -2.202 0.800 0.017


21
Properties=species:S:1:pos:R:3 method="wB97M-V/def2-TZVPD" spin_multiplicity=2 total_energy_ha=-311.857515 relative_energy_kj_mol=142.6 total_charge=+1
H -1.774 0.581 1.841
C -1.282 1.166 1.042
C -0.055 2.828 -1.308
H 0.026 0.865 -1.960
C -0.682 0.600 -0.058
H -0.082 -1.275 -0.698
H -0.607 2.823 -2.193
H -0.693 3.289 -0.576
H 0.991 3.378 -1.500
H -2.779 -1.562 0.734
O 3.570 -2.646 1.001
C -1.055 -0.868 -0.495
C -1.641 -1.702 0.592
C 0.238 1.353 -1.023
H -1.652 -0.878 -1.421
H -1.489 -2.776 0.589
H 3.502 -2.885 1.969
H 1.244 1.106 -0.638
H -1.627 2.171 0.918
H 4.504 -2.372 0.862
H -1.260 -1.559 1.568


112
Properties=species:S:1:pos:R:3 method="wB97M-V/def2-TZVPD" total_energy_ha=-2150.509982 relative_energy_kj_mol=53.0 total_charge=-1
H 1.058 1.742 3.153
C 4.932 4.893 -3.692
H 4.307 2.143 -5.674
H 3.473 -5.778 2.018
C -1.289 -2.014 -3.104
H 1.639 -0.477 -3.648
H 0.695 -2.659 3.853
H 1.992 0.774 4.312
C 0.505 -0.890 2.684
H 0.778 -2.485 -2.725
H -3.975 -2.872 5.514
C -0.102 4.474 -0.244
C 4.523 3.439 -3.935
N -2.733 -0.699 0.534
H 1.154 -6.454 1.206
C -5.199 -2.262 3.836
H 1.127 -5.117 0.042
H 1.924 -4.455 4.236
H -1.731 4.321 -2.488
N -3.062 -2.693 1.313
C 1.001 3.859 -2.391
H 5.571 3.377 -5.851
C 0.629 -0.308 1.380
N -2.501 -1.604 -2.397
C -3.323 -2.722 -1.996
C -3.253 -0.576 -3.087
H 1.181 6.671 -2.585
C -0.034 -0.812 5.174
C 1.325 1.542 -3.044
H 1.971 -3.029 -0.195
H 6.567 2.764 -3.606
H 4.940 5.129 -2.624
H -4.012 -4.052 4.191
H 4.254 5.589 -4.193
N -2.237 -1.955 0.670
C -5.273 -2.456 2.319
H 0.835 4.328 0.300
C -3.991 -2.985 4.428
H 0.002 0.142 -3.909
C 3.193 -4.733 1.840
H -0.955 5.620 -3.412
H 1.857 6.195 -1.011
O -0.761 2.263 -2.180
C -1.145 5.234 -2.404
H 0.948 -1.198 5.463
H -1.398 1.086 2.658
H -0.706 5.216 0.295
H -6.110 -2.724 4.227
H -2.095 -0.316 3.508
H -5.255 -0.672 5.302
C 1.496 -0.527 -0.984
H 0.286 -4.873 3.697
H -5.315 -3.517 2.080
H 3.770 -4.097 2.517
H 2.362 -1.046 -1.431
C 0.904 -5.394 1.076
H 5.531 2.688 -2.163
H -4.576 0.134 1.205
C 0.830 0.125 -3.200
H 1.592 -6.063 3.576
H 3.213 1.046 -3.876
C -0.038 -1.914 -2.240
C 2.600 1.854 -3.481
C 0.025 -0.028 3.860
H -6.165 -1.977 1.918
C 0.453 2.546 -2.532
H -2.741 -3.412 -1.380
H -2.597 0.271 -3.310
H 1.771 0.516 -0.836
H 2.681 5.117 -2.739
H 5.940 5.061 -4.084
C 1.333 -3.050 1.858
H -3.058 -2.577 4.033
C 1.688 -4.521 2.068
H -0.381 -0.146 5.971
H -3.714 -0.935 -4.026
H -6.069 -0.264 3.786
H -4.296 -0.285 3.878
C -1.386 0.517 3.588
H -4.055 -0.212 -2.437
H -0.171 -5.266 1.233
C 1.537 -2.450 0.619
C -3.901 -0.703 1.113
O 0.257 0.909 1.120
C 5.557 2.537 -3.245
H 0.652 1.790 4.889
C 2.295 4.111 -2.839
H -1.185 -1.401 -3.998
C 0.184 4.950 -1.681
H -1.716 5.988 -1.848
H -4.168 -2.366 -1.397
H -3.732 -3.281 -2.858
C 4.569 3.179 -5.449
N -4.123 -1.920 1.611
C 0.840 -2.228 2.871
Ag -1.261 0.749 -0.616
H 3.475 -4.473 0.816
C 0.934 6.282 -1.592
H 5.358 1.480 -3.439
H -0.256 -2.384 -1.279
H 3.853 3.825 -5.964
C 1.350 -5.000 3.481
C -5.207 -0.783 4.217
C 3.122 3.142 -3.406
C 0.994 1.150 4.066
C 1.200 -1.133 0.362
N 0.384 -0.543 -1.969
H -0.637 3.524 -0.246
H -1.378 -3.049 -3.459
H -1.712 1.165 4.413
H -0.730 -1.655 5.112
H 0.293 7.015 -1.093


189
Properties=species:S:1:pos:R:3 method="wB97M-V/def2-TZVPD" total_energy_ha=-4826.114838 total_charge=0
H 2.330 -2.865 2.516
H -0.708 2.017 -3.026
C -3.259 5.398 2.054
H -2.931 2.331 4.655
C 3.199 1.043 -0.234
H -1.736 2.298 -0.761
H -0.036 5.530 5.240
O 1.498 -4.867 4.089
O 4.093 -1.497 -2.406
H -4.670 2.855 1.260
H -1.433 -1.193 -5.875
O -1.462 4.810 9.734
H 1.528 -3.361 -0.040
H -3.877 -5.175 -0.612
H -1.730 6.233 5.153
O 3.224 2.213 -4.788
C 2.566 -4.308 4.073
H -1.624 -4.349 -3.992
H -0.949 0.455 4.297
H 2.864 1.842 0.377
H -0.279 0.738 -9.659
H -2.964 -3.749 -0.814
C 3.537 -3.302 -0.894
C -2.893 -4.724 -0.388
H -2.403 -3.789 1.567
H 3.033 0.837 -6.351
H -2.545 -6.417 -5.054
H -5.299 0.978 0.220
C -2.880 1.958 -3.277
H 6.009 1.836 0.470
H 4.759 -2.879 5.749
C -1.562 2.681 -2.911
O -0.826 -2.309 -1.421
H 0.907 4.953 2.145
O -2.228 4.371 2.147
H -1.447 4.482 5.289
H 6.101 2.129 2.838
H 3.614 -4.023 2.168
O 1.289 -0.408 -7.745
O 5.125 -0.135 0.521
O -0.305 -3.985 -5.529
H 0.099 1.790 -11.657
H -3.508 -1.584 0.134
C 3.765 5.233 -1.376
H 1.529 1.586 -5.769
C 3.334 -2.381 -2.046
H -4.707 4.907 3.549
C 5.611 1.061 -0.214
C 2.712 4.423 -2.076
H -4.549 -3.026 4.331
H 6.625 2.918 4.375
H 3.301 5.889 -0.519
H 6.650 4.565 2.447
C -2.725 3.177 1.981
C -1.879 3.069 -1.481
C -4.244 3.215 2.176
H -1.979 -5.735 -7.739
O -0.339 -0.512 -2.754
H -1.167 -1.429 0.908
H -2.574 0.029 3.640
C -5.324 -2.252 4.543
H -0.182 -2.383 -3.795
H 1.922 -4.831 -2.744
H -1.357 3.938 -1.094
O -4.935 -0.063 1.901
H 5.052 -2.207 3.142
C -0.887 -4.047 -6.773
H 3.261 -2.059 -7.321
H 5.467 5.060 3.635
H 4.206 5.883 -2.138
H -2.005 1.813 6.116
C -2.010 -5.118 -6.794
O -0.400 -0.210 -0.634
C 2.486 -2.830 -7.546
H 2.295 0.316 -4.818
C -3.365 3.266 -1.503
H -1.972 1.478 10.466
O 3.407 -4.324 5.101
C -1.098 -5.374 1.061
H -3.050 6.237 2.726
H 2.469 3.565 -1.466
C 2.468 1.158 -5.514
C 1.318 -1.164 -8.703
H 0.722 -1.048 -4.419
O -0.876 2.713 9.174
O -2.087 -0.842 5.522
O 0.996 -0.798 -9.894
H 1.784 -2.909 -6.746
H 1.477 0.616 -12.115
O -1.983 -2.898 6.078
H -1.418 -4.657 5.072
H -1.466 3.007 11.117
C -4.566 4.711 2.490
H -2.832 0.037 -0.121
H -5.430 5.139 1.995
C 1.585 -3.993 -2.109
C 2.163 -4.005 -0.698
H 6.522 0.727 -0.702
C 2.573 2.823 -3.749
H 0.752 3.755 0.750
C 3.439 4.435 2.332
O 4.666 4.180 1.971
C -1.840 -5.536 -1.109
C 0.491 0.786 -11.627
C 4.120 -2.541 3.632
H -0.256 1.725 10.773
H -5.341 -2.067 5.608
C 5.744 4.234 2.957
H -3.298 -5.341 1.612
C -2.626 1.461 5.314
O 2.213 -2.749 -2.697
O 2.672 4.137 1.298
C 3.104 -3.457 2.959
H 1.056 3.111 2.252
H 4.337 1.058 -2.108
H -1.945 -4.768 6.706
H -1.227 0.302 -5.008
H -0.365 6.146 7.626
H -3.097 1.905 -4.335
C -0.964 -4.962 -4.651
H -3.879 -0.688 -1.295
H -1.033 -6.234 1.716
C -1.145 2.233 10.504
O -0.619 -3.217 -7.620
C -2.042 0.261 4.554
H -2.878 0.967 -2.812
C 4.545 -3.446 4.815
H 2.351 0.633 -0.770
H -0.213 -5.478 -4.088
O 3.067 4.919 3.369
O -2.103 -2.405 3.862
H 4.342 -3.942 -1.381
H -0.657 0.216 1.362
O -1.855 -5.910 -2.225
C -1.090 5.450 5.556
H -3.549 1.100 5.721
O -3.904 2.731 -2.632
H -2.976 -4.607 -6.678
C -0.380 -0.652 0.765
C -3.763 -0.556 -0.217
C 1.253 4.014 1.680
O 1.604 2.411 -3.213
O 3.125 -0.789 1.333
H -4.433 2.550 3.033
C -0.235 -1.335 -4.000
O -4.975 -1.046 3.804
H 5.419 -4.131 4.577
H -5.862 -0.628 0.171
H -3.234 -4.437 5.539
C -5.220 -1.215 2.532
C -2.508 -4.757 1.087
H 4.379 2.503 -1.313
C 3.778 -0.037 0.645
O 1.818 -2.418 -8.763
H 4.556 4.581 -0.960
O 3.233 3.915 -3.315
H 1.377 1.279 -9.707
H -2.276 -0.797 -4.411
O -5.741 -2.185 2.102
C -2.057 -2.090 5.039
C -1.092 3.987 8.945
H -0.313 -4.666 1.291
H -0.288 0.224 -12.207
H 2.964 -3.810 -7.807
H -6.319 -2.607 4.278
H 3.642 -1.622 3.986
H -1.393 3.543 -3.587
H -2.127 5.864 7.616
C -2.195 -4.290 5.776
H 0.494 -3.838 -2.213
C -4.979 -0.063 0.456
C -0.538 -1.120 -1.577
H 4.818 2.576 4.030
C -1.164 5.498 7.126
H 2.229 -5.006 -0.349
O -4.087 3.839 -0.794
H 1.828 4.998 -2.395
H -3.330 5.797 1.082
O -2.032 2.226 1.808
O -0.863 -5.836 -0.274
O -0.853 4.153 7.658
C -1.705 -5.955 -5.570
H -1.044 -6.813 -5.884
H 3.930 -2.989 0.075
C 4.370 1.501 -1.089
C 0.636 0.525 -10.139
H 0.523 -1.111 0.995
C 5.835 2.883 3.605
C -1.316 -0.787 -4.904


113
Properties=species:S:1:pos:R:3 method="wB97M-V/def2-TZVPD" spin_multiplicity=3 total_energy_ha=-6274.896870 relative_energy_kj_mol=30.5 total_charge=0
H -4.515 -3.922 -1.499
O 3.001 -0.292 1.256
H 5.025 1.322 -1.102
C 3.602 -6.039 3.760
C 3.985 -3.555 2.477
C 4.517 1.925 -1.857
H 0.438 1.646 -3.078
H 0.410 2.985 -1.945
C -6.048 -2.030 2.436
C 5.815 -3.243 0.442
C 2.783 2.310 -0.210
N 2.159 2.856 -3.102
H 4.881 -1.357 0.043
H 1.291 -2.977 4.343
C 0.136 3.416 2.753
C -0.629 -4.293 -2.868
H -4.165 -2.011 3.500
C 3.962 -2.409 1.673
H 6.560 -5.170 0.980
C 3.245 -4.761 4.504
H 2.671 -5.055 -0.724
H 1.675 -2.262 -3.902
H 3.670 -6.864 4.470
H 2.352 -0.501 -2.714
H 4.113 -4.465 5.106
H -4.234 -4.349 0.986
H -4.137 4.955 -0.864
C 3.036 1.861 -3.721
H -6.048 -0.982 2.131
N -3.856 -0.318 -4.930
N 3.778 1.045 -2.759
P 1.661 1.095 -1.040
C 1.886 -1.724 2.769
H 1.115 -5.892 -0.695
C -4.629 -2.530 2.664
H 3.458 -0.492 -1.345
H 2.797 -6.271 3.056
H 3.761 2.394 -4.340
C -2.055 2.308 -0.567
H 3.691 4.227 -2.802
N -0.415 1.886 1.022
N 0.298 -1.408 -6.398
H -1.055 -3.470 -3.446
C 2.890 0.148 -2.022
C 1.055 2.219 -2.384
O -0.010 -0.901 3.928
C -2.970 -1.336 1.295
Si 0.986 -3.805 -2.049
H -2.781 -3.746 0.232
C 4.926 -4.573 2.233
H 0.765 3.635 3.603
C 2.058 -4.955 5.428
C -1.372 -0.840 -4.530
Mo -0.354 -0.110 -0.137
H 1.161 -5.239 4.874
C -2.675 4.776 0.669
H -1.362 -4.595 -2.115
I -4.055 2.501 -2.773
N 3.046 -3.687 3.506
H -2.272 -0.546 3.155
H 5.110 -6.691 2.356
C 2.929 -1.369 1.847
N 3.682 2.924 -1.187
H 3.052 -2.680 -2.861
H 2.415 -3.844 -4.027
H 5.742 -5.838 3.751
H 1.078 1.495 2.362
H 3.356 1.796 0.560
H -6.633 -2.120 3.353
H -4.642 -3.587 2.936
C -2.738 -0.545 -4.755
N -3.769 -2.404 1.489
C 4.898 -2.251 0.650
H 2.148 -5.998 -2.131
C 2.957 3.685 -2.203
H 2.306 4.410 -1.710
H 2.180 3.088 0.265
F 6.722 -3.118 -0.544
C 5.834 -4.399 1.209
O -1.674 1.177 -1.088
C -4.616 -3.131 -0.755
C 0.594 -0.996 2.871
C 0.319 2.205 2.064
H 2.444 1.208 -4.365
C -3.350 4.344 -0.442
O 0.110 -0.562 1.746
C 2.040 -2.801 3.586
Se 0.636 -2.583 -0.170
C -0.470 -1.154 -5.575
H -2.525 0.645 1.886
H -0.481 -5.132 -3.553
N -0.503 -0.650 -2.156
C -2.932 -0.255 2.335
I -3.188 6.604 1.523
H -6.551 -2.605 1.658
C -0.838 4.288 2.345
C -0.878 -0.740 -3.247
H -5.674 -3.019 -0.520
C 1.806 -5.335 -1.331
N -2.217 -1.209 0.246
C -3.809 -3.476 0.492
H -0.999 5.220 2.872
C -1.638 3.978 1.224
H -3.924 -0.028 2.722
C -3.050 3.118 -1.074
H 1.837 -4.070 6.025
H -2.252 -1.991 -0.396
C -1.368 2.754 0.591
H 2.296 -5.764 6.118
H -4.278 -2.200 -1.211
C 2.135 -3.059 -3.317
H 5.268 2.457 -2.444
C 4.920 -5.853 3.028


52
Properties=species:S:1:pos:R:3 method="wB97M-V/def2-TZVPD" total_energy_ha=-1519.260752 relative_energy_kj_mol=230.7 total_charge=+2
H -5.782 5.990 -0.636
C -1.933 2.392 2.314
C 3.155 -2.659 3.216
H 4.118 -1.444 4.726
H 3.855 -2.075 -0.823
C -4.712 5.814 -0.532
H -1.831 2.453 -2.606
H 2.553 0.661 1.312
H 3.650 0.702 3.540
H 3.307 -3.604 3.761
C -1.802 0.327 1.283
C -0.717 0.437 2.193
C -3.352 3.887 -0.949
H -0.120 2.077 3.616
H 0.086 0.883 -2.017
H -0.019 -0.363 2.458
H -2.320 3.360 2.638
H 2.786 -2.639 -3.328
N -3.428 2.586 -1.400
C 0.422 -5.164 -1.584
H -4.152 6.525 -1.146
C 0.708 1.723 -1.686
O -2.314 4.400 -0.513
H -4.233 2.398 -1.992
H 2.197 -4.791 -4.454
C 3.612 -1.449 3.758
Si 2.526 -1.611 -0.694
C 3.352 -0.250 3.080
H 1.726 1.382 -1.519
C 2.120 -3.351 -2.841
H -4.419 5.886 0.519
C 1.785 -4.548 -3.475
C 1.668 -3.066 -1.537
C 0.946 -5.467 -2.841
H -0.234 -5.865 -1.066
H 2.161 -3.608 1.569
O -4.552 4.457 -1.040
H 2.538 -0.395 -1.503
C 2.758 -0.283 1.813
Pb -0.233 2.659 -0.012
N -2.170 2.001 -1.750
H -3.464 1.756 0.783
C -2.543 1.548 1.330
H -2.330 1.013 -1.959
C -0.798 1.707 2.839
H 0.688 -6.411 -3.318
C 2.467 -1.499 1.158
C 0.765 -3.964 -0.944
H 0.705 2.477 -2.482
H 0.351 -3.755 0.045
H -2.091 -0.577 0.742
C 2.545 -2.664 1.952